# 1
Computed, not measured: a structure of composition C14H12F2N2OPd, with the ωB97M-V functional and the def2-TZVPD basis.

Results
Spin multiplicity: 1
Energy relative to the best compared isomer or geometry (same formula, charge and spin): 0.00 kJ/mol
Maximum force: 0.32 eV Å⁻¹

Geometry as XYZ:
```
32
Properties=species:S:1:pos:R:3:forces:R:3:nbo_charge:R:1
H 4.409 1.101 0.514 -0.01 -0.01 0.00 0.41
H -0.769 2.584 0.419 0.00 -0.06 0.07 0.19
H 1.630 3.286 1.065 0.04 -0.01 -0.03 0.20
N 3.663 1.724 0.773 0.01 0.01 0.01 -0.79
C -4.797 -0.715 -0.024 0.02 -0.03 -0.01 -0.39
O 2.139 0.198 0.169 -0.17 -0.02 0.08 -0.66
H 1.022 1.965 2.058 0.00 0.04 0.02 0.24
H 3.883 2.633 1.136 -0.01 0.00 -0.01 0.40
C -0.630 -4.837 -0.066 -0.10 0.02 -0.01 -0.15
C -2.497 -1.520 0.002 0.16 -0.23 0.02 -0.19
H 0.352 2.297 -0.916 -0.05 0.07 0.00 0.19
C 1.283 2.246 1.033 -0.06 0.08 -0.04 -0.53
C -2.024 -0.187 0.029 0.15 0.18 -0.06 -0.10
H -2.640 1.889 0.014 -0.02 -0.01 0.00 0.23
C 0.662 -4.338 -0.042 0.04 0.07 0.00 -0.27
C -1.475 -2.593 -0.012 -0.28 0.15 0.00 0.22
N -0.214 -2.128 0.009 0.17 -0.01 0.04 -0.46
C 0.088 1.993 0.103 0.08 -0.20 0.05 -0.64
H -2.714 -4.344 -0.071 -0.02 -0.03 0.00 0.24
C 2.390 1.322 0.628 0.13 -0.03 -0.02 0.71
C 0.820 -2.965 -0.004 -0.01 -0.06 0.01 0.06
H 1.799 -2.500 0.018 -0.01 0.00 -0.01 0.22
F -4.371 -2.994 -0.043 0.05 0.05 0.02 -0.34
H -5.857 -0.920 -0.043 0.00 -0.01 0.00 0.24
F -5.184 1.591 -0.023 0.09 -0.07 -0.01 -0.33
Pd -0.055 -0.035 0.071 0.00 0.20 -0.14 0.58
C -1.707 -3.967 -0.051 0.08 -0.08 0.00 -0.24
C -2.947 0.854 0.011 -0.04 -0.05 0.02 -0.34
C -3.868 -1.734 -0.018 -0.16 -0.05 -0.04 0.43
H 1.525 -4.988 -0.053 0.00 0.01 0.00 0.22
H -0.802 -5.905 -0.098 -0.01 0.01 0.01 0.22
C -4.298 0.570 -0.014 -0.06 0.08 0.03 0.43
```
Forces are in eV/Å.

# 2
Computed, not measured: an isolated molecule of C14H12F4NO2PS in a non-equilibrium geometry, with the ωB97M-V functional and the def2-TZVPD basis.

Results
Spin multiplicity: 1
Maximum force: 1.25 eV Å⁻¹
SMILES: C[P@@](=O)(Nc1ccc(SC(F)(F)F)cc1)Oc1ccc(F)cc1

Geometry as XYZ:
```
35
Properties=species:S:1:pos:R:3:forces:R:3:nbo_charge:R:1
O -0.408 0.089 3.742 0.17 0.21 0.34 -1.06
F 1.931 2.360 -2.855 -0.23 0.10 0.01 -0.33
N 0.243 -1.411 1.620 -0.69 -0.20 0.79 -0.96
C -5.186 -0.785 0.133 0.04 -0.18 -0.18 -0.26
H -4.534 0.501 1.722 -0.03 0.09 0.08 0.23
F -5.689 -2.290 -1.608 0.00 0.02 0.00 -0.32
C -1.562 -2.454 3.412 0.27 0.78 -0.24 -1.03
C 1.140 -0.549 1.009 0.40 0.40 -0.51 0.17
O -2.092 -0.196 1.936 0.29 0.15 0.23 -0.79
H -0.790 -2.950 3.993 0.10 -0.04 0.05 0.25
C -2.579 -1.761 0.150 0.11 0.11 0.10 -0.27
H 0.588 -2.352 1.748 -0.09 0.00 0.05 0.41
S 3.979 2.245 -1.199 -0.31 -0.18 -0.26 0.20
C -2.960 -0.766 1.039 -0.41 -0.28 -0.35 0.28
H -0.069 1.186 1.337 -0.04 0.15 -0.01 0.23
C 1.707 1.657 0.241 0.02 -0.19 0.04 -0.18
C -4.263 -0.277 1.027 0.30 -0.04 0.10 -0.23
C -4.791 -1.784 -0.740 0.16 0.03 0.11 0.39
C 2.321 -1.041 0.454 -0.11 -0.03 0.10 -0.25
H -3.222 -3.049 -1.445 0.01 -0.07 -0.08 0.23
H -1.562 -2.118 0.149 0.06 -0.02 -0.04 0.24
H -6.199 -0.418 0.108 -0.11 0.03 -0.01 0.24
C 3.187 -0.194 -0.207 -0.14 0.01 0.11 -0.17
P -0.895 -0.877 2.769 -0.21 -1.20 -0.30 2.29
H -2.386 -2.202 4.075 -0.05 0.00 0.03 0.26
C -3.500 -2.277 -0.745 -0.34 0.05 -0.05 -0.26
C 0.840 0.808 0.897 -0.03 -0.02 0.06 -0.21
H 4.100 -0.572 -0.639 0.07 -0.03 -0.05 0.23
H 2.560 -2.091 0.542 0.01 -0.13 0.02 0.21
H -1.917 -3.107 2.620 -0.04 -0.03 -0.10 0.25
C 2.870 1.150 -0.316 0.52 0.49 -0.32 -0.23
F 3.258 0.720 -3.224 0.04 -0.25 -0.07 -0.33
C 3.218 2.000 -2.840 -0.04 -0.13 0.43 0.84
F 3.847 2.716 -3.765 0.33 0.29 -0.08 -0.32
H 1.481 2.708 0.154 -0.03 0.09 -0.02 0.23
```
Forces are in eV/Å.

# 3
Computed, not measured: a structure of composition C14H12FIIrN2S in a non-equilibrium geometry, with the ωB97M-V functional and the def2-TZVPD basis.

Results
Spin multiplicity: 1
Energy relative to the best compared isomer or geometry (same formula, charge and spin): 138.18 kJ/mol
Maximum force: 1.80 eV Å⁻¹
Charge: -1

Geometry as XYZ:
```
32
Properties=species:S:1:pos:R:3:forces:R:3:nbo_charge:R:1
H -0.224 -3.989 -0.729 0.02 0.03 -0.05 0.20
C -0.697 2.352 0.910 -0.37 -0.06 -0.11 0.02
H -2.077 -2.101 -1.224 -0.12 -0.08 0.07 0.18
C 1.869 -4.358 -0.383 0.11 0.03 0.09 -0.31
F -0.451 0.286 -2.008 -0.48 -0.20 -0.28 -0.63
H -1.082 1.694 2.912 0.00 0.02 -0.01 0.21
C 3.019 -2.482 0.586 -0.04 0.09 0.05 -0.28
N 0.686 -2.351 0.109 0.36 0.41 -0.46 -0.54
C 0.720 -3.596 -0.366 -0.05 0.09 0.09 0.07
C 0.289 3.334 2.894 -0.08 -0.12 0.00 -0.16
C 0.863 4.193 0.716 -0.05 -0.09 -0.12 -0.16
H -0.065 3.208 -0.945 0.00 -0.01 0.02 0.22
C -0.543 2.405 2.297 0.07 0.07 0.14 -0.22
C 0.994 4.239 2.102 0.21 0.27 0.15 -0.23
Ir -0.550 -0.337 -0.159 1.05 -0.34 1.42 1.01
N 2.524 6.015 3.213 0.02 0.04 0.01 -0.38
I -4.185 -0.652 -0.671 -0.24 0.02 -0.05 -0.09
C 0.027 3.258 0.134 0.15 0.14 -0.05 -0.17
C -1.586 1.344 0.265 0.30 0.42 -0.25 -0.60
C -2.173 -1.440 -0.356 -0.12 -0.39 -0.65 -0.69
H 1.855 -5.369 -0.765 0.01 0.00 0.00 0.21
H 1.420 4.889 0.102 0.00 0.01 0.01 0.21
C 1.810 -1.767 0.581 -0.07 -0.05 0.06 0.09
H 3.912 -1.998 0.956 -0.01 -0.01 -0.01 0.22
C 3.040 -3.771 0.105 -0.05 -0.08 -0.05 -0.15
H -1.979 1.718 -0.684 -0.09 0.10 0.08 0.21
H 0.400 3.364 3.970 0.00 0.01 0.00 0.21
H -2.413 1.045 0.912 -0.03 0.20 0.11 0.20
H 3.970 -4.329 0.097 -0.01 0.00 0.01 0.21
C 1.848 5.226 2.718 -0.17 -0.23 -0.11 0.31
S 1.607 -0.117 1.125 -0.08 -0.30 -0.08 -0.33
H -2.277 -2.049 0.547 -0.22 0.03 -0.02 0.17
```
Forces are in eV/Å.

# 4
Computed, not measured: a structure of composition C14H12IN3O2SZn in a non-equilibrium geometry, with the ωB97M-V functional and the def2-TZVPD basis.

Results
Spin multiplicity: 1
Maximum force: 1.05 eV Å⁻¹

Geometry as XYZ:
```
34
Properties=species:S:1:pos:R:3:forces:R:3:nbo_charge:R:1
C 5.767 0.620 0.479 -0.21 0.18 -0.05 -0.26
C 3.927 -0.478 -0.620 -0.57 0.11 -0.20 -0.23
C 0.746 -2.938 1.238 -0.33 -0.08 0.25 -0.25
H 2.319 4.118 0.856 0.03 -0.01 0.08 0.22
H -1.661 2.459 -1.379 -0.11 -0.08 0.05 0.22
H -0.193 -3.258 0.764 0.09 0.03 0.04 0.17
C 1.420 3.785 0.357 -0.05 -0.23 -0.10 -0.24
N 2.140 0.509 1.299 0.62 -0.03 0.35 -0.21
C 0.400 4.676 0.079 -0.08 -0.07 -0.14 -0.14
H 0.489 5.716 0.364 0.00 0.00 -0.04 0.23
C -0.795 2.854 -0.869 -0.12 0.26 -0.15 0.06
C 6.548 -0.505 0.276 -0.03 -0.13 -0.12 -0.19
H 4.284 -2.467 -1.288 -0.07 -0.03 -0.05 0.23
H 7.569 -0.511 0.619 0.16 -0.02 0.07 0.22
C 6.016 -1.621 -0.346 0.20 0.01 0.05 -0.23
H 1.314 -3.806 1.563 -0.08 -0.08 0.05 0.19
H 3.977 2.680 -0.038 -0.12 -0.03 -0.03 0.41
C 4.706 -1.604 -0.798 -0.01 0.07 0.05 -0.17
N 0.159 1.977 -0.564 -0.06 -0.25 -0.09 -0.52
H 6.617 -2.505 -0.486 0.10 -0.10 -0.01 0.22
H -1.555 4.845 -0.828 -0.04 0.06 0.00 0.23
I -3.078 0.063 0.036 0.35 -0.06 -0.33 -0.67
C 2.330 1.513 0.507 -0.71 -0.24 0.54 0.40
O 0.914 -0.147 1.055 0.28 0.67 0.25 -0.50
C 1.097 -1.023 -0.070 0.39 -0.24 -0.95 -0.10
C -0.731 4.200 -0.567 0.17 0.06 0.09 -0.25
N 3.645 1.776 0.249 0.03 0.25 0.17 -0.62
C 4.452 0.646 0.042 0.58 -0.44 -0.10 0.25
O 1.569 -2.265 0.314 -0.03 0.32 -0.05 -0.57
H 6.162 1.480 0.997 0.06 0.08 0.08 0.21
S 2.274 -0.420 -1.329 0.11 -0.29 -0.17 0.21
C 1.268 2.435 0.030 -0.22 0.31 0.01 0.15
Zn -0.655 -0.212 -0.638 -0.35 0.13 0.52 1.35
H 0.516 -2.303 2.100 0.05 -0.15 -0.09 0.19
```
Forces are in eV/Å.

HOMO-LUMO gap values, unit eV, following the record order: 8.503 9.290 6.885 8.138.